Record 1
Here is a molecular structure, C28H36KN5O10 from the Open Molecules 2025 dataset. Energies are from ωB97M-V/def2-TZVPD.

As for the net charge: -2. The molecular weight is 641.7 g/mol. The energy relative to the best compared isomer or geometry (same formula, charge and spin) is 4.0 kJ/mol. The orbital gap comes out at 7.4 eV. Its largest force on an atom is 0.3 eV/A.

```
80
C28H36KN5O10, DFT ωB97M-V/def2-TZVPD
K 0.911 0.323 -0.511
O 0.133 2.658 -3.654
C 0.845 1.642 -4.336
C 2.269 1.431 -3.813
N 2.402 0.310 -2.888
C 3.644 0.390 -2.120
C 3.735 1.485 -1.022
O 4.811 1.471 -0.388
O 2.740 2.227 -0.848
C 2.362 -0.969 -3.585
C 2.075 -2.159 -2.652
O 2.629 -3.247 -2.931
O 1.259 -1.970 -1.713
H -0.328 2.286 -2.885
H 0.283 0.703 -4.310
H 0.899 1.960 -5.382
H 2.965 1.299 -4.665
H 2.554 2.338 -3.281
H 3.787 -0.562 -1.602
H 4.516 0.506 -2.785
H 1.550 -0.957 -4.318
H 3.295 -1.159 -4.138
N 2.554 0.062 1.708
C 1.913 -0.584 2.843
C 0.983 -1.711 2.397
N -0.173 -1.177 1.681
H 3.429 -0.367 1.440
H 2.727 1.051 1.830
H 1.313 0.161 3.375
H 2.627 -0.993 3.573
H 0.708 -2.313 3.276
H 1.525 -2.372 1.713
H -0.811 -0.713 2.318
H -0.686 -1.919 1.221
O -0.483 3.019 0.700
C -1.851 2.680 0.756
C -2.235 1.901 -0.561
O -3.412 1.575 -0.712
O -1.255 1.687 -1.331
C -2.055 1.817 2.006
C -3.067 0.868 2.124
C -3.203 0.122 3.289
C -2.336 0.312 4.356
C -1.327 1.261 4.245
C -1.191 2.004 3.082
C -2.707 3.941 0.887
C -4.091 3.870 1.041
C -4.848 5.023 1.173
C -4.239 6.273 1.159
C -2.863 6.350 1.008
C -2.104 5.193 0.874
H -0.223 2.875 -0.228
H -3.730 0.704 1.285
H -3.985 -0.626 3.353
H -2.437 -0.279 5.258
H -0.636 1.417 5.065
H -0.388 2.723 2.984
H -4.574 2.903 1.032
H -5.924 4.947 1.284
H -4.832 7.174 1.261
H -2.371 7.315 0.991
H -1.031 5.250 0.755
N 2.988 -5.583 -1.457
C 2.294 -6.221 -0.499
O 2.686 -7.254 0.038
C 0.977 -5.601 -0.115
C 0.338 -4.639 -0.885
C -0.871 -4.124 -0.438
C -1.381 -4.589 0.761
N -0.785 -5.518 1.515
C 0.367 -6.005 1.069
H 3.868 -6.011 -1.692
H 2.775 -4.671 -1.892
H 0.774 -4.267 -1.801
H -1.378 -3.358 -1.013
H -2.319 -4.202 1.147
H 0.863 -6.760 1.670
O -1.348 -1.101 -2.532
H -0.428 -1.345 -2.325
H -1.469 -0.184 -2.236
```

Atomic partial charges in e from the Löwdin method, atoms 1 to 4: K 0.786; O -0.072; C -0.240; C -0.177

Record 2
Here is a gas-phase ion, C3H6NS (charge +1) in a non-equilibrium geometry from the Open Molecules 2025 dataset. Energies are from ωB97M-V/def2-TZVPD.

As for the net charge: +1. The molecular weight is 88.2 g/mol. Its SMILES is S=C1C[NH2+]C1. The energy relative to the best compared isomer or geometry (same formula, charge and spin) is 45.9 kJ/mol. The orbital gap comes out at 8.5 eV. Its largest force on an atom is 6.3 eV/A.

```
11
C3H6NS, DFT ωB97M-V/def2-TZVPD
C -0.966 -0.097 0.635
C 0.574 -0.511 0.756
C -0.688 0.553 -0.588
N 0.782 0.110 -0.583
S -2.323 -0.517 1.358
H 1.110 0.107 1.521
H 0.903 -1.522 0.961
H -1.167 -0.021 -1.514
H -1.039 1.493 -0.825
H 1.517 0.864 -0.437
H 1.296 -0.460 -1.284
```

Atomic partial charges in e from the Löwdin method, atoms 1 to 4: C -0.785; C -0.069; C -0.124; N 0.079

Record 3
Here is a molecular structure, C20H23ClPSTl in a non-equilibrium geometry from the Open Molecules 2025 dataset. Energies are from ωB97M-V/def2-TZVPD.

As for the net charge: +2. The molecular weight is 566.3 g/mol. The orbital gap comes out at 5.0 eV. Its largest force on an atom is 2.5 eV/A.

```
47
C20H23ClPSTl, DFT ωB97M-V/def2-TZVPD
Tl -0.819 1.999 0.045
Cl -1.926 3.401 -1.856
P 0.044 -0.480 -0.385
C -0.714 -1.784 0.623
C 0.068 -2.740 1.296
C -0.559 -3.793 1.968
C -1.952 -3.858 2.061
C -2.726 -2.842 1.487
C -2.117 -1.789 0.802
C -0.603 -0.578 -2.092
C -0.124 0.342 -3.042
C -0.622 0.339 -4.343
C -1.626 -0.570 -4.712
C -2.155 -1.426 -3.747
C -1.669 -1.429 -2.439
C 1.819 -0.756 -0.529
C 2.762 0.215 -0.140
C 4.122 -0.104 -0.193
C 4.548 -1.363 -0.652
C 3.599 -2.299 -1.053
C 2.242 -2.006 -1.013
H 0.605 1.101 -2.738
H -0.229 1.041 -5.073
H -1.987 -0.602 -5.744
H -2.965 -2.111 -4.010
H -2.118 -2.060 -1.677
H 1.157 -2.647 1.297
H 0.050 -4.571 2.422
H -2.436 -4.697 2.566
H -3.807 -2.869 1.574
H -2.720 -0.966 0.404
H 2.411 1.190 0.220
H 4.860 0.619 0.127
H 5.613 -1.603 -0.676
H 3.918 -3.288 -1.398
H 1.501 -2.749 -1.324
H 0.052 0.766 2.681
H 0.738 1.015 2.495
C -1.571 5.896 2.561
S -0.961 4.273 2.052
C 0.186 3.845 3.356
H -2.239 6.238 1.744
H -0.745 6.621 2.670
H -2.162 5.822 3.492
H 1.213 4.018 3.018
H 0.004 4.449 4.244
H 0.040 2.793 3.628
```

Atomic partial charges in e from the Löwdin method, atoms 1 to 4: Tl 0.724; Cl -0.072; P 1.002; C -0.355

Record 4
Here is C17H15ClN4O2 in the gas phase in a non-equilibrium geometry from the Open Molecules 2025 dataset. Energies are from ωB97M-V/def2-TZVPD.

The molecular weight is 342.8 g/mol. Its SMILES is NC(=O)CNC(=O)Nc1ccc2ccn(-c3ccccc3Cl)c2c1. The energy relative to the best compared isomer or geometry (same formula, charge and spin) is 175.8 kJ/mol. The orbital gap comes out at 8.5 eV. Its largest force on an atom is 5.5 eV/A.

```
39
C17H15ClN4O2, DFT ωB97M-V/def2-TZVPD
O 0.849 4.720 -0.006
O -1.605 2.189 -4.059
Cl -2.027 -3.541 2.022
C 0.399 3.650 0.123
C -0.998 1.981 -3.032
C 2.107 -2.153 2.515
C 1.097 -2.770 1.807
C -2.331 -3.017 -1.888
C -1.099 -2.318 -2.180
C -2.622 -3.202 -0.492
C 2.382 0.310 2.973
C 1.985 1.535 2.692
C -0.228 -1.847 -1.209
C 0.268 0.688 1.250
C -1.679 -2.801 0.480
C 1.752 -0.725 2.491
C 0.991 1.836 1.757
C -0.524 -2.117 0.108
C 0.692 -0.519 1.629
N -1.177 0.757 -2.444
N 0.578 3.104 1.376
N 0.317 -1.753 1.185
N 0.215 2.781 -0.949
C -0.181 3.060 -2.372
H 2.893 -2.452 3.179
H 0.974 -3.905 1.726
H -3.089 -3.363 -2.630
H -0.990 -2.111 -3.203
H -3.429 -3.804 -0.073
H 3.332 0.099 3.518
H 2.460 2.444 3.046
H 0.750 -1.237 -1.320
H -0.624 0.648 0.613
H -1.030 0.636 -1.447
H -2.033 0.357 -2.759
H 1.081 3.841 1.858
H 0.407 1.801 -0.830
H -0.572 4.107 -2.503
H 0.710 3.091 -2.952
```

Atomic partial charges in e from the Löwdin method, atoms 1 to 4: O 0.115; O 0.062; Cl 0.710; C -0.561

Record 5
Here is a molecular structure, C4H5CuLiO5 in a non-equilibrium geometry from the Open Molecules 2025 dataset. Energies are from ωB97M-V/def2-TZVPD.

As for the net charge: +2. As for the expectation value of S²: 0.753. The molecular weight is 203.6 g/mol. The energy relative to the best compared isomer or geometry (same formula, charge and spin) is 394.5 kJ/mol. As for the spin multiplicity: 2. The orbital gap (spin up / spin down) comes out at 7.1 / 8.7 eV. Its largest force on an atom is 5.6 eV/A.

```
16
C4H5CuLiO5, DFT ωB97M-V/def2-TZVPD
O -1.638 0.794 2.827
C -0.741 0.007 2.494
O -0.198 -0.862 3.162
O -0.423 0.127 1.102
C -0.014 -0.750 -1.060
C -0.211 -0.965 0.381
Cu -1.109 -0.787 5.472
H 0.140 -1.680 -1.617
H -0.975 -0.385 -1.456
H 1.100 -0.984 -0.259
H -0.806 -1.839 0.672
Li -2.243 2.070 1.608
O 0.953 0.842 -2.060
C 1.575 0.850 -3.097
O 2.049 1.884 -3.678
H 2.540 1.676 -4.491
```

Atomic partial charges in e from the Löwdin method, atoms 1 to 4: O -0.054; C -0.695; O 0.080; O 0.046

Record 6
Here is a gas-phase ion, C5H12NO (charge -1) in a non-equilibrium geometry from the Open Molecules 2025 dataset. Energies are from ωB97M-V/def2-TZVPD.

As for the net charge: -1. The molecular weight is 102.2 g/mol. Its SMILES is NCCCCC[O-]. The energy relative to the best compared isomer or geometry (same formula, charge and spin) is 69.1 kJ/mol. The orbital gap comes out at 5.9 eV. Its largest force on an atom is 1.6 eV/A.

```
19
C5H12NO, DFT ωB97M-V/def2-TZVPD
C -0.276 -1.103 1.935
O -1.326 -1.764 2.366
C 0.062 -1.191 0.417
C 1.124 -0.201 -0.066
C 0.660 1.254 -0.293
C -0.458 1.417 -1.317
N -0.058 1.328 -2.763
H -0.231 0.004 2.182
H 0.730 -1.440 2.430
H 0.531 -2.163 0.255
H -0.855 -1.135 -0.176
H 1.856 -0.124 0.756
H 1.694 -0.609 -0.907
H 1.568 1.809 -0.579
H 0.406 1.689 0.674
H -1.323 0.808 -1.102
H -0.784 2.458 -1.236
H 0.627 0.574 -2.814
H 0.450 2.178 -2.893
```

Atomic partial charges in e from the Löwdin method, atoms 1 to 4: C -0.612; O -0.343; C -0.236; C -0.252

Record 7
Here is a molecular structure, C5H8O from the Open Molecules 2025 dataset. Energies are from ωB97M-V/def2-TZVPD.

The molecular weight is 84.1 g/mol. The energy relative to the best compared isomer or geometry (same formula, charge and spin) is 466.6 kJ/mol. The orbital gap comes out at 9.0 eV. Its largest force on an atom is 0.7 eV/A.

```
14
C5H8O, DFT ωB97M-V/def2-TZVPD
C -1.034 0.432 1.216
C -0.806 0.445 -0.267
C 0.530 0.394 -0.874
C 1.526 -0.483 -0.111
O 0.833 -1.675 -0.557
C -0.043 -0.949 -1.377
H -0.570 -0.441 1.682
H -2.102 0.420 1.453
H -0.597 1.339 1.663
H -1.495 1.072 -0.840
H 0.847 1.207 -1.518
H 1.513 -0.417 0.992
H 2.561 -0.418 -0.483
H -1.224 -0.863 -0.920
```

Atomic partial charges in e from the Löwdin method, atoms 1 to 4: C -0.082; C -0.230; C -0.259; C -0.137

Record 8
Here is 16 unconnected molecules or ions with the total composition C48H112N16O16 in a non-equilibrium geometry from the Open Molecules 2025 dataset. Energies are from ωB97M-V/def2-TZVPD.

The molecular weight is 1169.5 g/mol. The energy relative to the best compared isomer or geometry (same formula, charge and spin) is 853.8 kJ/mol. The orbital gap comes out at 9.0 eV. Its largest force on an atom is 4.0 eV/A.

```
192
C48H112N16O16, DFT ωB97M-V/def2-TZVPD
C -3.757 0.201 1.021
O -4.128 -0.475 0.047
N -3.771 -0.098 2.346
C -3.116 0.768 3.250
C -4.338 -1.322 2.849
H -3.365 1.187 0.818
H -2.504 0.203 3.949
H -3.772 1.461 3.792
H -2.416 1.475 2.766
H -5.265 -1.039 3.451
H -4.679 -1.958 2.012
H -3.609 -1.893 3.486
C -3.000 2.188 -4.589
O -2.962 2.100 -5.794
N -3.818 1.508 -3.726
C -3.934 1.986 -2.318
C -4.842 0.622 -4.227
H -2.260 2.763 -3.995
H -3.031 2.556 -2.006
H -3.990 1.104 -1.689
H -4.838 2.645 -2.187
H -4.681 -0.395 -3.852
H -5.774 0.999 -3.753
H -5.001 0.571 -5.292
C -0.217 1.128 6.260
O -0.922 2.086 6.397
N 1.036 0.879 6.701
C 1.841 -0.146 5.981
C 1.717 1.922 7.368
H -0.518 0.239 5.689
H 2.576 -0.581 6.661
H 2.365 0.328 5.145
H 1.227 -0.970 5.631
H 2.439 2.527 6.793
H 1.059 2.662 7.849
H 2.294 1.555 8.201
C 1.550 6.709 0.139
O 1.130 6.483 1.240
N 1.661 5.845 -0.847
C 2.170 6.306 -2.176
C 1.450 4.386 -0.737
H 1.809 7.737 -0.177
H 2.189 7.375 -2.285
H 1.539 5.943 -2.985
H 3.189 5.974 -2.471
H 2.327 3.831 -1.085
H 1.115 4.167 0.270
H 0.618 4.052 -1.361
C 0.148 -3.021 -4.621
O -0.625 -2.940 -3.703
N 1.162 -3.904 -4.688
C 1.132 -5.033 -3.778
C 2.000 -3.919 -5.888
H 0.143 -2.240 -5.397
H 1.526 -5.905 -4.269
H 0.101 -5.180 -3.552
H 1.687 -4.873 -2.867
H 1.456 -3.414 -6.747
H 2.934 -3.432 -5.844
H 2.181 -4.976 -6.135
C 3.287 2.176 3.356
O 4.460 2.315 3.186
N 2.413 3.192 3.573
C 0.979 2.922 3.656
C 2.893 4.526 3.831
H 2.788 1.226 3.203
H 0.507 3.663 2.974
H 0.525 3.084 4.644
H 0.822 1.894 3.306
H 2.893 4.759 4.905
H 3.923 4.450 3.557
H 2.291 5.222 3.235
C 5.207 0.772 -1.836
O 6.145 0.464 -2.547
N 5.207 1.017 -0.498
C 3.939 1.133 0.193
C 6.418 1.091 0.264
H 4.197 0.823 -2.239
H 3.822 2.126 0.675
H 3.850 0.474 1.081
H 3.130 0.969 -0.534
H 6.451 0.276 1.005
H 7.284 1.015 -0.383
H 6.443 2.099 0.686
C 2.362 -4.439 -0.104
O 1.365 -4.934 -0.626
N 2.968 -3.302 -0.558
C 4.132 -2.795 0.141
C 2.578 -2.673 -1.767
H 2.913 -4.798 0.792
H 4.074 -1.827 0.663
H 5.036 -2.756 -0.481
H 4.338 -3.446 0.989
H 3.187 -3.070 -2.632
H 1.516 -2.836 -1.922
H 2.997 -1.654 -1.623
C -1.136 5.395 -3.960
O -0.629 4.595 -3.165
N -1.573 6.633 -3.610
C -2.003 7.532 -4.706
C -1.690 7.053 -2.220
H -1.132 5.246 -5.036
H -2.974 7.947 -4.521
H -1.920 7.109 -5.725
H -1.341 8.406 -4.580
H -2.693 7.519 -2.148
H -1.716 6.190 -1.588
H -0.927 7.788 -1.933
C -3.883 -4.624 -3.313
O -4.535 -5.531 -3.810
N -4.367 -3.570 -2.601
C -5.769 -3.466 -2.328
C -3.420 -2.645 -2.038
H -2.758 -4.631 -3.375
H -5.930 -3.326 -1.258
H -6.227 -4.386 -2.625
H -6.177 -2.585 -2.851
H -2.436 -3.073 -2.168
H -3.435 -1.689 -2.597
H -3.572 -2.399 -0.993
C -4.080 -8.383 0.631
O -3.193 -8.959 1.215
N -3.972 -7.587 -0.428
C -2.708 -7.354 -1.072
C -5.109 -6.687 -0.794
H -5.112 -8.513 0.986
H -2.857 -7.347 -2.177
H -1.923 -8.035 -0.708
H -2.333 -6.352 -0.915
H -5.403 -6.806 -1.845
H -5.987 -6.963 -0.208
H -4.902 -5.650 -0.618
C 3.810 -2.236 3.189
O 3.066 -3.201 3.164
N 5.035 -2.347 3.677
C 6.037 -1.193 3.545
C 5.404 -3.563 4.231
H 3.480 -1.274 2.770
H 6.440 -0.996 4.518
H 5.578 -0.269 3.238
H 6.855 -1.425 2.877
H 4.855 -3.836 5.115
H 5.378 -4.439 3.597
H 6.435 -3.422 4.577
C 1.163 1.665 -3.362
O 2.073 1.757 -2.568
N 1.202 0.928 -4.520
C 0.197 1.105 -5.524
C 2.410 0.362 -4.954
H 0.177 2.180 -3.261
H -0.265 0.119 -5.722
H 0.629 1.414 -6.460
H -0.646 1.731 -5.127
H 3.074 0.381 -4.125
H 2.320 -0.698 -5.236
H 2.850 0.929 -5.824
C -3.906 4.511 0.461
O -3.802 3.414 -0.003
N -2.919 5.248 1.018
C -1.528 4.854 0.902
C -3.136 6.651 1.293
H -4.858 5.073 0.516
H -1.338 4.560 -0.143
H -1.206 4.044 1.595
H -0.929 5.727 1.106
H -4.200 6.845 1.316
H -2.798 6.922 2.284
H -2.637 7.344 0.635
C -0.220 -2.941 4.284
O -1.017 -2.022 4.488
N -0.537 -4.243 4.189
C 0.408 -5.220 3.687
C -1.939 -4.700 4.300
H 0.838 -2.720 4.169
H 1.383 -4.797 3.593
H 0.084 -5.659 2.736
H 0.496 -6.066 4.353
H -2.497 -3.799 4.556
H -2.207 -5.073 3.323
H -1.924 -5.502 5.066
C 0.932 -1.103 1.373
O 1.527 -0.352 2.148
N -0.058 -0.791 0.581
C -0.606 -1.748 -0.381
C -0.374 0.573 0.288
H 1.213 -2.181 1.419
H -0.313 -2.773 -0.141
H -0.407 -1.563 -1.422
H -1.686 -1.777 -0.237
H 0.318 1.041 -0.435
H -1.392 0.604 -0.111
H -0.473 1.178 1.229
```

Atomic partial charges in e from the Löwdin method, atoms 1 to 4: C -0.307; O -0.037; N -0.183; C -0.065